{"formula": "C28H57AsF6N2O16PS4", "method": "ωB97M-V/def2-TZVPD", "elements": ["N", "H", "H", "H", "H", "N", "H", "H", "H", "H", "C", "C", "C", "O", "C", "C", "C", "O", "O", "O", "H", "H", "As", "F", "F", "F", "F", "F", "F", "C", "C", "C", "S", "O", "O", "C", "H", "H", "H", "H", "H", "H", "H", "H", "C", "C", "C", "S", "O", "O", "C", "H", "H", "H", "H", "H", "H", "H", "H", "C", "C", "C", "S", "O", "O", "C", "H", "H", "H", "H", "H", "H", "H", "H", "C", "C", "C", "S", "O", "O", "C", "H", "H", "H", "H", "H", "H", "H", "H", "C", "C", "O", "P", "O", "O", "C", "C", "O", "C", "C", "H", "H", "H", "H", "H", "H", "H", "H", "H", "H", "H", "H", "H", "H", "H"], "coordinates": [[-1.390873, -0.795826, 3.931946], [-1.950783, -1.139376, 3.164766], [-0.405753, -0.727706, 3.719796], [-1.555963, -1.483746, 4.652786], [-1.792593, 0.114944, 4.102896], [3.093737, 0.155314, 2.156896], [2.246467, 0.345624, 1.641136], [2.862287, -0.758196, 2.520256], [3.050197, 1.011534, 2.690836], [3.822577, 0.122374, 1.458466], [3.286977, -4.284696, 3.277826], [2.631017, -3.076546, 2.717096], [1.408577, -2.430976, 3.509696], [0.978907, -1.302746, 3.170426], [1.146117, -3.065076, 4.782556], [1.815767, -4.100266, 5.287556], [2.932047, -4.783876, 4.517526], [3.377517, -5.985926, 4.835956], [1.486027, -4.456926, 6.493886], [2.909217, -2.655276, 1.587066], [4.033917, -4.738076, 2.643066], [0.366917, -2.539916, 5.314966], [-0.599943, 1.354884, 0.960086], [-2.145343, 2.141804, 0.797306], [-0.603763, 1.541804, 2.761016], [1.080637, 0.583494, 0.983916], [-0.659733, 1.043714, -0.778054], [0.115677, 2.953614, 0.588326], [-1.343123, -0.219656, 1.208966], [-3.740433, 6.077034, -3.739044], [-2.951313, 5.054574, -2.830674], [-3.803153, 4.583524, -1.620964], [-5.527583, 4.432464, -2.235434], [-6.500863, 5.131174, -1.372404], [-5.628383, 3.028204, -2.603624], [-5.174353, 5.457224, -3.809104], [-3.390533, 6.312244, -4.744204], [-3.969523, 7.010294, -3.224604], [-2.103653, 5.636804, -2.469314], [-2.466533, 4.194104, -3.291854], [-3.780453, 5.380604, -0.877824], [-3.582903, 3.661514, -1.082924], [-5.983473, 6.026534, -4.266604], [-5.122223, 4.667634, -4.558724], [4.475537, 2.594104, -1.804254], [3.034757, 2.139314, -1.331604], [2.672987, 0.753624, -1.919194], [3.725497, 0.391754, -3.433254], [2.982737, 0.515004, -4.676914], [4.540087, -0.758496, -3.099674], [4.824327, 1.894914, -3.176534], [5.096227, 2.004294, -1.129744], [4.772537, 3.641714, -1.755294], [2.354677, 2.894434, -1.725794], [2.687697, 2.097094, -0.299194], [1.622267, 0.555894, -2.131314], [2.853057, -0.135316, -1.314654], [4.659567, 2.691054, -3.902564], [5.858487, 1.620584, -3.384724], [0.885287, 5.192594, 4.259616], [2.227927, 5.605164, 4.912246], [3.197627, 4.488654, 4.604836], [3.037007, 4.240864, 2.783876], [3.385847, 2.830514, 2.431246], [3.588457, 5.350664, 2.071106], [1.172547, 4.542114, 2.870956], [0.376397, 6.156084, 4.288036], [0.309837, 4.445284, 4.805936], [2.127237, 6.040264, 5.906546], [2.614727, 6.558964, 4.553436], [2.925127, 3.511394, 5.003346], [4.254157, 4.703014, 4.765736], [0.581477, 3.626294, 2.873436], [0.838467, 5.087014, 1.988026], [-5.872533, -0.109236, 1.338236], [-4.871253, -0.252596, 0.157636], [-4.126513, -1.661786, 0.364616], [-4.828003, -2.366386, 1.935976], [-3.983393, -1.836226, 3.014946], [-5.086533, -3.790776, 1.832996], [-6.391353, -1.363856, 1.922496], [-6.517563, 0.749634, 1.152806], [-5.299843, 0.316624, 2.162106], [-4.121203, 0.506774, 0.378726], [-5.291903, -0.186956, -0.845774], [-3.054703, -1.513756, 0.496526], [-4.316723, -2.355216, -0.454584], [-6.791513, -1.385046, 2.936166], [-7.138923, -1.998636, 1.446796], [0.889427, -2.228756, -0.888184], [-0.185313, -2.656126, -1.893674], [-0.023323, -4.085976, -1.997464], [1.226457, -4.844506, -2.685434], [2.439937, -4.613186, -1.866344], [1.396517, -4.193356, -4.210424], [2.670077, -4.219766, -4.909034], [2.585577, -3.004046, -5.863394], [0.777167, -6.431586, -2.811874], [-0.382993, -6.830966, -3.448674], [-0.745503, -8.128686, -2.746944], [1.097917, -2.801336, 0.015586], [1.866787, -2.093156, -1.351294], [0.770547, -1.178486, -0.621914], [-1.183273, -2.479386, -1.492484], [-0.112773, -2.092366, -2.823734], [3.481217, -4.175956, -4.182244], [2.976477, -5.128356, -5.427384], [2.381107, -2.172606, -5.188854], [3.427937, -2.624826, -6.441954], [1.848877, -3.107316, -6.660084], [-1.183173, -6.097106, -3.352514], [0.062887, -6.868866, -4.442584], [-1.790423, -8.421716, -2.848734], [-0.135443, -8.983826, -3.037914], [-0.618613, -8.047406, -1.667414]], "forces_ev_per_a": [[-2.64, 0.10, 0.44], [0.12, -0.32, -0.82], [2.23, -0.62, -0.79], [0.10, 0.10, 0.66], [-0.04, 0.18, 0.61], [0.50, 0.36, -0.58], [-0.34, -0.46, -0.54], [0.17, -0.69, 0.67], [1.02, -0.12, 0.96], [0.51, -0.04, 0.31], [-1.31, 3.82, -1.07], [0.12, -2.87, 0.97], [2.47, -2.37, 2.99], [-0.41, 0.89, -0.83], [-2.10, 4.72, -5.05], [0.37, -3.47, 5.64], [1.15, -5.20, -0.09], [-1.43, 3.82, 0.19], [1.38, 0.25, -2.87], [0.02, 1.33, -0.31], [-0.03, -0.17, 0.13], [-0.03, -0.26, 0.75], [0.35, -0.17, -1.37], [0.13, -0.35, 0.67], [0.37, 0.32, -1.81], [-3.50, 1.57, -0.89], [0.34, 0.07, 0.99], [-0.08, -1.48, 0.93], [0.37, 0.83, 0.03], [-2.52, -1.28, 1.44], [0.79, 0.69, 0.23], [-0.73, 1.35, -0.17], [0.82, 1.62, -0.22], [1.25, -1.33, -1.24], [-0.77, 0.87, 0.17], [0.28, -1.75, -1.08], [0.34, -0.38, 0.22], [0.97, 0.22, 0.27], [0.11, -0.17, 0.41], [-0.54, 0.08, -0.68], [-0.31, 0.07, 0.05], [0.34, -0.12, -0.57], [-0.15, 0.61, 1.08], [0.16, -0.55, 0.14], [0.55, -3.61, 0.99], [-0.90, 0.43, -1.79], [0.33, -0.71, -0.95], [0.17, 1.96, 1.61], [0.50, -0.35, 0.69], [-0.45, 0.22, -0.70], [-1.09, 1.33, -0.39], [0.56, 0.60, 0.48], [-0.52, -0.14, -0.06], [-0.37, -0.18, -0.38], [1.18, 0.28, 0.42], [-0.12, 0.77, -0.49], [0.79, 0.33, 0.50], [-0.64, -0.49, -0.66], [-0.02, -0.38, 0.75], [0.97, 0.98, -0.25], [0.01, 0.14, -0.05], [0.84, -0.09, -0.63], [-2.34, -1.87, 1.10], [-0.45, 2.76, 0.50], [0.66, 0.15, -0.37], [-0.13, -0.15, 0.38], [-0.77, -0.36, -0.74], [0.27, 0.29, 0.48], [-0.17, -1.45, 0.83], [0.02, -0.15, -1.40], [0.01, 0.09, 0.25], [-0.04, -0.06, 0.19], [0.68, -0.27, -0.32], [0.45, 0.23, 0.11], [0.43, 2.12, 0.08], [0.82, -1.79, 1.43], [-1.09, 0.84, 0.20], [0.37, 0.31, -0.68], [-0.55, -0.43, -0.51], [0.13, 1.01, 0.25], [0.03, -2.27, 0.16], [-0.80, -0.55, -0.25], [0.41, -0.01, 0.08], [-0.08, 0.14, -0.77], [-0.03, 0.13, 0.24], [-0.14, -0.21, 0.16], [-0.06, -0.07, 0.22], [0.57, 0.67, 0.29], [0.19, 0.24, -0.97], [0.66, 1.94, -0.49], [1.31, -0.08, 1.77], [-0.49, -1.48, -2.35], [1.36, 0.82, 0.84], [-0.81, -1.07, -1.27], [-0.67, -1.63, 1.11], [0.91, 0.83, -0.37], [0.12, 0.32, 0.57], [2.50, 3.99, 2.16], [-0.16, -0.68, -0.39], [-0.63, -0.73, -0.06], [-0.61, -0.24, -0.22], [0.14, -0.89, -0.46], [-0.82, 0.03, 0.46], [-0.04, -0.31, 0.00], [0.20, -0.46, -0.29], [-0.13, 0.80, 0.26], [-1.20, -0.53, -0.22], [-0.53, 0.20, -0.35], [0.82, -0.79, 0.45], [-0.58, -0.18, 0.51], [-0.02, 0.07, -0.17], [-1.59, -0.74, -0.85], [-0.08, 0.08, -0.44], [0.11, 0.15, -0.24], [0.21, 0.47, -0.03]], "total_charge": -1, "energy_ha": -7183.55368, "lumo_energy_ha": 0.0494, "gap_ev": 4.75, "multiplicity": 1}